{"formula": "C27H44BrN3O9P2PdSi", "method": "ωB97M-V/def2-TZVPD", "elements": ["Pd", "O", "C", "C", "C", "C", "C", "C", "C", "O", "N", "N", "C", "C", "C", "C", "C", "C", "N", "H", "H", "H", "H", "H", "H", "H", "H", "H", "H", "C", "C", "O", "P", "O", "O", "O", "P", "O", "O", "O", "H", "H", "H", "H", "H", "H", "H", "C", "C", "C", "C", "Si", "Br", "C", "C", "C", "C", "C", "C", "C", "C", "H", "H", "H", "H", "H", "H", "H", "H", "H", "H", "H", "H", "H", "H", "H", "H", "H", "H", "H", "H", "H", "H", "H", "H", "H", "H", "H"], "coordinates": [[-0.529, -0.287, 0.690], [1.883, -5.173, -1.284], [2.442, -5.157, -0.062], [3.294, -6.167, 0.373], [3.801, -6.137, 1.657], [3.478, -5.106, 2.544], [2.637, -4.106, 2.128], [2.113, -4.105, 0.821], [1.261, -3.004, 0.477], [0.652, -2.242, 1.197], [1.129, -2.738, -0.986], [0.774, -1.631, -1.328], [0.606, -0.971, -2.452], [0.465, 0.438, -2.330], [0.384, 1.236, -3.474], [0.396, 2.616, -3.329], [0.500, 3.136, -2.056], [0.547, 2.266, -0.953], [0.519, 0.958, -1.074], [2.179, -5.947, -1.780], [3.540, -6.983, -0.295], [4.457, -6.934, 1.979], [3.888, -5.100, 3.543], [2.376, -3.290, 2.787], [0.655, -1.509, -3.394], [0.336, 0.773, -4.451], [0.342, 3.262, -4.194], [0.537, 4.203, -1.885], [0.585, 2.660, 0.054], [-4.589, 0.945, -1.031], [-4.139, 0.384, 0.311], [-5.218, 0.074, 1.173], [-3.096, 1.578, 1.217], [-3.828, 2.962, 1.209], [-3.112, 1.162, 2.727], [-1.750, 1.632, 0.557], [-3.060, -1.088, 0.135], [-4.140, -2.183, -0.234], [-2.374, -1.299, 1.485], [-1.989, -0.920, -0.934], [-5.192, 1.839, -0.876], [-5.200, 0.203, -1.548], [-3.734, 1.182, -1.664], [-5.821, -0.537, 0.727], [-3.334, 3.701, 0.833], [-3.056, 0.193, 2.836], [-3.824, -2.978, -0.679], [0.682, -2.262, 5.200], [-0.055, -0.964, 5.555], [-1.432, -1.030, 4.888], [-0.246, -0.937, 7.087], [0.927, 0.601, 5.086], [0.823, 0.749, 2.663], [0.151, 2.260, 5.653], [0.493, 3.427, 4.712], [0.714, 2.589, 7.051], [-1.380, 2.236, 5.768], [2.839, 0.480, 5.256], [3.161, 0.125, 6.724], [3.534, 1.806, 4.919], [3.505, -0.601, 4.391], [0.045, -3.107, 5.473], [1.620, -2.376, 5.741], [0.874, -2.326, 4.127], [-1.967, -1.899, 5.280], [-1.347, -1.159, 3.806], [-2.042, -0.154, 5.099], [-0.721, -1.872, 7.396], [-0.890, -0.122, 7.422], [0.698, -0.867, 7.627], [1.562, 3.549, 4.538], [0.127, 4.350, 5.168], [-0.001, 3.315, 3.746], [1.789, 2.764, 7.054], [0.488, 1.809, 7.782], [0.236, 3.505, 7.406], [-1.862, 2.051, 4.806], [-1.703, 3.225, 6.103], [-1.754, 1.517, 6.498], [2.794, 0.861, 7.439], [4.245, 0.072, 6.844], [2.762, -0.850, 7.004], [3.235, 2.626, 5.571], [3.359, 2.109, 3.885], [4.611, 1.674, 5.043], [3.172, -1.609, 4.635], [4.580, -0.562, 4.581], [3.356, -0.430, 3.323]], "mulliken_spin": [1.410, 0.012, 0.012, -0.007, 0.015, 0.003, 0.003, 0.030, 0.018, 0.107, 0.892, 0.297, 0.272, -0.010, 0.126, -0.039, 0.134, 0.014, 0.143, 0.004, 0.000, 0.000, 0.000, -0.003, 0.021, 0.002, 0.003, 0.002, 0.013, -0.002, 0.004, 0.001, 0.013, 0.008, 0.000, 0.105, -0.026, 0.009, 0.128, 0.139, 0.000, -0.001, 0.003, 0.000, 0.001, -0.003, 0.000, -0.002, 0.001, 0.007, 0.001, 0.020, 0.109, 0.004, 0.007, 0.003, -0.001, 0.007, 0.002, 0.004, -0.001, 0.000, 0.000, 0.000, 0.000, -0.008, 0.000, 0.000, 0.000, 0.000, -0.001, 0.000, -0.003, 0.000, 0.000, 0.000, 0.001, 0.000, 0.000, 0.000, 0.001, 0.000, 0.001, -0.002, 0.000, 0.000, 0.000, 0.001], "homo_ev": [-14.03, -14.03], "e_above_lowest_kcal_mol": 6.7, "homo_lumo_gap_ev": [7.061, 4.925], "total_charge": 2, "spin_multiplicity": 5}

{"formula": "C27H44BrNOP2SSn", "method": "ωB97M-V/def2-TZVPD", "elements": ["C", "C", "C", "C", "N", "C", "C", "C", "C", "C", "C", "C", "C", "C", "Sn", "P", "H", "H", "H", "H", "H", "H", "H", "H", "C", "C", "H", "H", "H", "H", "H", "C", "C", "H", "H", "H", "H", "H", "C", "C", "H", "H", "H", "H", "H", "Br", "P", "C", "C", "H", "H", "H", "H", "H", "C", "C", "H", "H", "H", "H", "H", "C", "C", "H", "H", "H", "H", "H", "C", "S", "C", "O", "H", "H", "H", "H", "H", "H"], "coordinates": [[2.831, 4.881, -0.151], [1.653, 4.272, -0.622], [1.609, 3.776, -1.930], [2.766, 3.887, -2.711], [3.900, 4.443, -2.279], [3.923, 4.938, -1.035], [0.547, 3.931, 0.198], [-0.472, 3.769, 0.856], [-1.638, 3.060, 1.339], [-1.499, 1.847, 2.052], [-2.615, 0.954, 2.094], [-3.709, 1.299, 1.280], [-3.999, 2.623, 0.909], [-2.920, 3.529, 0.972], [-0.860, -0.782, 1.110], [1.823, -0.372, 0.028], [0.738, 3.249, -2.309], [2.921, 5.249, 0.863], [2.768, 3.497, -3.724], [4.852, 5.400, -0.717], [-2.995, 4.575, 0.668], [-0.494, 1.627, 2.484], [-4.976, 2.954, 0.578], [-2.702, 0.063, 2.721], [2.591, -2.044, 0.312], [3.826, -2.477, -0.472], [1.778, -2.761, 0.110], [2.800, -2.094, 1.393], [4.016, -3.531, -0.241], [3.707, -2.430, -1.561], [4.730, -1.930, -0.179], [2.275, 0.007, -1.734], [3.691, 0.452, -2.099], [1.572, 0.796, -2.037], [2.011, -0.894, -2.308], [3.757, 0.507, -3.195], [3.944, 1.462, -1.738], [4.473, -0.247, -1.767], [2.932, 0.774, 0.981], [4.411, 0.436, 1.136], [2.473, 0.838, 1.976], [2.819, 1.758, 0.509], [4.859, 1.175, 1.816], [4.596, -0.551, 1.588], [4.975, 0.512, 0.193], [-4.950, -0.107, 0.826], [-2.157, -1.916, -1.301], [-1.065, -2.760, -2.500], [-1.554, -4.121, -2.984], [-0.099, -2.859, -1.975], [-0.909, -2.061, -3.334], [-0.798, -4.551, -3.652], [-1.691, -4.830, -2.158], [-2.490, -4.053, -3.556], [-3.113, -3.184, -0.357], [-4.528, -3.466, -0.854], [-3.150, -2.805, 0.681], [-2.507, -4.106, -0.335], [-4.985, -4.225, -0.207], [-5.168, -2.577, -0.791], [-4.547, -3.859, -1.879], [-3.274, -0.789, -2.186], [-3.629, -1.201, -3.609], [-2.749, 0.184, -2.182], [-4.166, -0.639, -1.551], [-4.302, -0.449, -4.033], [-2.751, -1.242, -4.260], [-4.146, -2.165, -3.648], [-0.703, 0.921, 5.198], [0.380, -0.362, 4.585], [-0.382, -1.826, 5.309], [0.057, -0.577, 3.081], [-0.459, 1.092, 6.253], [-1.751, 0.615, 5.110], [-0.514, 1.841, 4.643], [-1.464, -1.729, 5.181], [0.022, -2.681, 4.753], [-0.150, -1.939, 6.375]], "lowdin_charge": [0.006, -0.250, -0.025, -0.137, 0.078, -0.111, 0.047, 0.070, -0.221, -0.127, -0.291, -0.617, -0.050, 0.025, 1.231, 0.889, 0.115, 0.118, 0.114, 0.115, 0.139, 0.090, 0.125, 0.074, -0.402, -0.133, 0.063, 0.085, 0.088, 0.076, 0.067, -0.386, -0.131, 0.057, 0.076, 0.092, 0.065, 0.059, -0.381, -0.127, 0.062, 0.067, 0.089, 0.074, 0.067, 0.855, 0.816, -0.406, -0.133, 0.057, 0.082, 0.085, 0.069, 0.076, -0.429, -0.138, 0.030, 0.081, 0.087, 0.041, 0.076, -0.437, -0.132, 0.078, -0.006, 0.084, 0.071, 0.070, -0.233, 0.948, -0.215, -0.843, 0.083, 0.070, 0.056, 0.066, 0.070, 0.080], "homo_ev": -13.08, "e_above_lowest_kcal_mol": 0.0, "homo_lumo_gap_ev": 6.419, "total_charge": 2}

{"formula": "C27H44N3P3STl", "method": "ωB97M-V/def2-TZVPD", "elements": ["Tl", "P", "P", "P", "H", "C", "C", "H", "C", "C", "C", "C", "C", "C", "C", "C", "C", "H", "H", "H", "H", "H", "H", "H", "H", "H", "H", "H", "H", "H", "H", "H", "H", "H", "H", "H", "H", "H", "H", "H", "H", "H", "H", "H", "H", "H", "C", "C", "C", "C", "C", "C", "S", "H", "H", "H", "H", "H", "H", "N", "C", "C", "C", "C", "C", "C", "C", "N", "C", "C", "N", "C", "H", "H", "H", "H", "H", "H", "H"], "coordinates": [[0.409, -4.424, -3.419], [-0.931, 1.982, 1.061], [-2.346, -1.212, -0.968], [3.042, 0.864, -0.763], [0.645, -3.356, -6.648], [1.668, -3.371, -6.238], [2.046, -4.463, -5.524], [1.661, -5.503, -5.865], [-1.134, 3.523, 0.092], [-2.550, 2.036, 1.919], [0.055, 2.669, 2.439], [-3.250, -2.439, -2.009], [-3.381, -1.349, 0.544], [-3.100, 0.301, -1.689], [4.627, 0.580, -1.599], [3.223, 0.695, 1.018], [2.641, 2.600, -0.952], [2.220, -2.426, -6.482], [2.850, -4.363, -4.743], [-1.325, 4.379, 0.754], [-1.986, 3.367, -0.581], [-0.217, 3.685, -0.488], [-2.724, 2.984, 2.440], [-2.564, 1.218, 2.645], [-3.336, 1.871, 1.179], [-0.466, 3.478, 2.967], [0.996, 3.042, 2.024], [0.259, 1.853, 3.137], [-4.350, -2.282, -1.953], [-2.973, -3.422, -1.569], [-2.884, -2.385, -3.056], [-4.274, -0.713, 0.473], [-2.764, -1.048, 1.399], [-3.676, -2.399, 0.683], [-4.196, 0.163, -1.755], [-2.670, 0.481, -2.687], [-2.847, 1.147, -1.027], [5.153, 1.527, -1.268], [4.434, 0.544, -2.695], [5.118, -0.344, -1.243], [4.133, 1.277, 1.256], [3.342, -0.377, 1.233], [2.326, 1.121, 1.512], [3.638, 3.056, -0.979], [2.087, 2.897, -0.051], [2.080, 2.766, -1.884], [0.473, -0.850, -3.484], [0.655, 0.383, -4.172], [-0.331, 0.652, -5.176], [-1.437, -0.227, -5.411], [-1.354, -1.543, -4.919], [-0.138, -1.865, -4.315], [1.089, -1.355, -1.960], [1.996, -0.074, -1.336], [1.604, 0.951, -3.974], [-0.253, 1.537, -5.822], [-2.349, 0.103, -5.924], [-2.092, -2.370, -5.026], [0.531, -2.627, -4.844], [-0.124, 1.028, 10.413], [-0.043, 0.630, 9.312], [0.066, 0.121, 7.952], [-0.820, 0.566, 6.961], [-0.711, 0.095, 5.655], [0.271, -0.848, 5.346], [1.130, -1.351, 6.334], [0.993, -0.892, 7.656], [0.415, -1.290, 4.010], [1.408, -2.111, 3.484], [1.170, -2.177, 2.123], [0.051, -1.430, 1.806], [-0.392, -0.942, 2.959], [-1.552, 1.322, 7.233], [-1.384, 0.445, 4.890], [1.865, -2.123, 6.118], [1.609, -1.307, 8.468], [2.144, -2.549, 4.141], [1.729, -2.685, 1.345], [-1.283, -0.367, 3.172]], "lowdin_charge": [1.037, 0.786, 0.913, 0.830, 0.088, -0.068, -0.219, 0.121, -0.292, -0.284, -0.289, -0.258, -0.239, -0.255, -0.192, -0.189, -0.193, 0.118, 0.072, 0.066, 0.036, 0.019, 0.067, 0.016, 0.032, 0.067, 0.024, 0.023, 0.087, 0.055, 0.008, 0.071, 0.009, 0.064, 0.077, 0.035, 0.004, 0.084, 0.068, 0.076, 0.090, 0.055, 0.045, 0.073, 0.038, 0.063, -0.649, -0.032, -0.006, 0.006, -0.074, -0.310, 0.795, -0.169, 0.134, 0.134, 0.143, 0.138, -0.010, 0.185, -0.151, -0.210, 0.000, -0.009, -0.183, 0.014, 0.011, -0.012, -0.019, -0.164, 0.034, -0.190, 0.132, 0.088, 0.109, 0.140, 0.116, 0.088, 0.084], "homo_ev": [-14.68, -14.68], "homo_lumo_gap_ev": [2.385, 2.128], "total_charge": 3}

Number 1: E -151578.255 eV, largest force on an atom 0.73 eV Å⁻¹. Number 2: E -137519.981 eV, largest force on an atom 2.47 eV Å⁻¹. Number 3: E -76544.613 eV, largest force on an atom 3.68 eV Å⁻¹.